[1]
Here is a structure of composition C12H18AuN7O3S from OMol25. Energies are from ωB97M-V/def2-TZVPD.

```
! wB97M-V def2-TZVPD RIJCOSX def2/J DEFGRID3
* xyz 2 1
Au 0.37 -0.59 0.10
N -0.45 -3.00 0.54
N -0.56 -3.35 1.88
C -0.18 -2.56 2.89
N -0.27 -3.04 4.13
S 0.43 -0.99 2.71
H -1.33 -3.12 0.04
H 0.31 -3.49 0.07
H -0.89 -4.28 2.11
H -0.67 -3.95 4.33
H -0.02 -2.45 4.91
C -5.39 0.77 -3.37
O -4.80 2.01 -3.04
C -3.73 2.05 -2.27
C -3.14 3.34 -2.12
C -1.98 3.51 -1.40
C -1.32 2.44 -0.79
C -0.04 2.61 -0.12
C 0.33 3.96 0.43
O 0.78 1.70 0.04
C -1.95 1.12 -0.88
O -1.52 0.07 -0.29
C -3.13 0.98 -1.64
H -6.20 1.00 -4.06
H -5.80 0.27 -2.48
H -4.67 0.11 -3.86
H -3.63 4.18 -2.60
H -1.55 4.50 -1.37
H -0.33 4.76 0.12
H 1.36 4.19 0.15
H 0.30 3.89 1.52
H -3.56 -0.01 -1.67
N 6.73 -1.77 -0.15
C 5.59 -1.66 0.52
N 5.59 -1.68 1.86
N 4.48 -1.55 -0.19
C 3.26 -1.48 0.02
N 2.09 -1.54 0.01
H 7.61 -1.85 0.32
H 6.71 -1.75 -1.15
H 6.45 -1.75 2.39
H 4.73 -1.58 2.38
*
```

Values from the calculation:
HOMO (spin up / spin down)	-13.38 / -13.14	eV
F_max	3.2	eV/Å
HOMO-LUMO gap (spin up / spin down)	0.16247 / 0.14294	Ha
DFT total energy	-43819.481	eV

Results of the natural (NBO) charge analysis, in e, for atoms 1 through 8: atom 1 (Au): 1.38, atom 2 (N): -0.63, atom 3 (N): -0.43, atom 4 (C): 0.32, atom 5 (N): -0.74, atom 6 (S): -0.14, atom 7 (H): 0.40, atom 8 (H): 0.40

---

[2]
Here is a structure of composition C12H18Br2N2O3 from OMol25. Energies are from ωB97M-V/def2-TZVPD.

```
! wB97M-V def2-TZVPD RIJCOSX def2/J DEFGRID3
* xyz 0 1
O 2.86 1.61 0.24
O 0.14 -1.02 0.42
Br 3.19 -0.16 -4.07
Br 0.48 -1.42 -4.76
O 0.38 1.33 -3.10
C 1.66 1.45 0.40
C -0.77 -0.61 -0.29
N 1.19 1.25 1.62
N -2.13 -0.86 -0.11
C 1.43 0.54 4.01
C -4.11 -1.68 0.83
C 2.04 0.61 2.63
C -2.67 -1.58 1.06
C 1.97 -0.15 -2.51
C 0.71 -0.83 -2.82
C 1.54 1.28 -2.26
C -0.32 0.17 -2.55
C 0.84 1.47 -0.94
C -0.46 0.62 -1.19
H 0.23 0.90 1.57
H -2.70 -0.15 -0.55
H 0.50 -0.03 4.07
H 2.13 -0.06 4.56
H 1.29 1.45 4.53
H -4.64 -0.80 0.60
H -4.53 -2.23 1.73
H -4.28 -2.20 -0.05
H 2.38 -0.36 2.33
H 2.88 1.24 2.66
H -2.46 -0.90 1.96
H -2.17 -2.57 1.16
H 2.40 -0.54 -1.62
H 0.65 -1.61 -2.11
H 2.40 2.00 -2.41
H -1.32 -0.06 -2.94
H 0.58 2.49 -0.98
H -1.33 1.40 -1.15
*
```

Values from the calculation:
HOMO	-9.24	eV
F_max	3.8	eV/Å
HOMO-LUMO gap	0.34306	Ha
DFT total energy	-161941.965	eV

Results of the natural (NBO) charge analysis, in e, for atoms 1 through 8: atom 1 (O): -0.65, atom 2 (O): -0.63, atom 3 (Br): 0.02, atom 4 (Br): 0.00, atom 5 (O): -0.52, atom 6 (C): 0.69, atom 7 (C): 0.69, atom 8 (N): -0.59

---

[3]
Here is a cluster of 8 separate species, C12H18Cl12F2O6 in total from OMol25. Energies are from ωB97M-V/def2-TZVPD.

```
! wB97M-V def2-TZVPD RIJCOSX def2/J DEFGRID3
* xyz 0 1
O 16.55 -5.17 -10.71
C 15.51 -5.67 -10.52
O 14.96 -5.85 -9.36
C 13.60 -6.03 -9.59
C 13.53 -6.70 -10.98
F 12.50 -6.17 -11.64
O 14.72 -6.17 -11.45
H 13.18 -6.78 -8.92
H 13.04 -5.10 -9.61
H 13.48 -7.78 -11.12
O 17.01 -7.13 -16.73
C 15.84 -6.91 -16.95
O 15.35 -5.74 -17.26
C 13.99 -5.60 -16.93
C 13.67 -7.10 -16.93
F 13.11 -7.54 -18.12
O 14.92 -7.74 -16.69
H 13.86 -5.21 -15.91
H 13.38 -4.92 -17.52
H 13.03 -7.44 -16.12
Cl 23.55 -6.06 -14.92
C 22.26 -6.97 -14.03
Cl 22.79 -7.50 -12.32
H 21.38 -6.34 -14.08
H 21.96 -7.88 -14.56
Cl 9.41 1.10 -7.81
C 9.29 -0.49 -8.73
Cl 7.84 -1.41 -8.22
H 9.24 -0.21 -9.79
H 10.17 -1.08 -8.49
Cl 16.92 -11.47 -11.28
C 18.37 -12.11 -10.40
Cl 18.40 -13.89 -10.41
H 19.24 -11.67 -10.88
H 18.33 -11.87 -9.34
Cl 20.58 -1.12 -12.78
C 19.32 -1.02 -14.02
Cl 18.94 0.74 -14.18
H 19.64 -1.48 -14.95
H 18.39 -1.52 -13.74
Cl 14.57 -0.05 -10.06
C 14.21 1.32 -11.14
Cl 13.56 0.74 -12.72
H 13.44 1.85 -10.59
H 15.11 1.94 -11.20
Cl 12.98 -13.27 -16.46
C 12.35 -13.83 -14.90
Cl 11.45 -12.58 -14.01
H 11.67 -14.66 -15.08
H 13.21 -14.01 -14.25
*
```

Values from the calculation:
HOMO	-10.77	eV
SMILES string	O=C1OC[C@@H](F)O1.O=C1OC[C@@H](F)O1.ClCCl.ClCCl.ClCCl.ClCCl.ClCCl.ClCCl
F_max	5.4	eV/Å
HOMO-LUMO gap	0.39333	Ha
DFT total energy	-180723.200	eV

Results of the natural (NBO) charge analysis, in e, for atoms 1 through 8: atom 1 (O): -0.55, atom 2 (C): 0.97, atom 3 (O): -0.47, atom 4 (C): -0.13, atom 5 (C): 0.45, atom 6 (F): -0.33, atom 7 (O): -0.50, atom 8 (H): 0.20

---

[4]
Here is a structure of composition C12H18ClN2O2Re from OMol25. Energies are from ωB97M-V/def2-TZVPD.

```
! wB97M-V def2-TZVPD RIJCOSX def2/J DEFGRID3
* xyz 3 2
Re 0.37 -0.32 1.49
C -0.95 -3.51 -0.94
C 0.00 -2.48 -0.45
O -0.50 -1.61 0.35
C 1.39 -2.42 -0.83
C 1.94 -3.44 -1.61
C 3.27 -3.35 -2.01
C 4.06 -2.25 -1.67
C 3.52 -1.21 -0.92
C 2.21 -1.32 -0.50
O 1.72 -0.29 0.23
H -1.95 -3.29 -0.60
H -0.65 -4.49 -0.56
H -0.92 -3.56 -2.03
H 1.35 -4.29 -1.90
H 3.70 -4.15 -2.60
H 5.09 -2.20 -2.00
H 4.11 -0.34 -0.65
Cl 0.27 -0.05 3.63
N -2.42 3.68 0.92
C -2.95 2.37 0.39
C -2.18 1.21 1.00
N -0.70 1.30 0.74
C -0.19 2.63 1.24
C -0.94 3.80 0.63
H -2.59 3.76 1.93
H -2.93 4.46 0.49
H -2.85 2.41 -0.69
H -4.01 2.30 0.64
H -2.56 0.27 0.58
H -2.32 1.17 2.08
H -0.55 1.27 -0.28
H 0.87 2.72 0.99
H -0.28 2.62 2.32
H -0.85 3.83 -0.46
H -0.58 4.75 1.04
*
```

Values from the calculation:
energy above the lowest of the compared OMol25 structures with the same formula, charge and spin	0.121	eV
HOMO (spin up / spin down)	-18.58 / -18.57	eV
F_max	1.2	eV/Å
HOMO-LUMO gap (spin up / spin down)	0.23655 / 0.24797	Ha
DFT total energy	-34434.823	eV

Results of the natural (NBO) charge analysis, in e, for atoms 1 through 8: atom 1 (Re): 1.62, atom 2 (C): -0.72, atom 3 (C): 0.63, atom 4 (O): -0.62, atom 5 (C): -0.28, atom 6 (C): -0.09, atom 7 (C): -0.17, atom 8 (C): -0.06